Entry 1:
{"formula": "C6H9N", "method": "wB97M-V/def2-TZVPD", "elements": ["C", "N", "C", "C", "C", "C", "C", "H", "H", "H", "H", "H", "H", "H", "H", "H"], "coordinates": [[1.58820, 1.78192, 0.16191], [1.95937, 0.58493, 0.01914], [0.88975, 0.01352, -0.77389], [0.80348, -1.37449, -0.18219], [-0.33985, -0.44596, -0.04261], [-1.32286, -0.05520, 1.00459], [-1.79024, -0.56389, -0.34767], [1.48136, 2.17484, 1.16254], [1.20528, 2.34083, -0.68773], [0.73742, 0.30458, -1.81771], [1.40248, -1.47330, 0.73152], [0.86252, -2.15882, -0.91257], [-1.46981, 1.00418, 1.20022], [-1.48831, -0.68842, 1.87904], [-2.22860, -1.55927, -0.35744], [-2.29020, 0.11457, -1.03716]], "lowdin_charge": [-0.04, 0.01, -0.28, -0.05, -0.39, -0.07, -0.08, 0.08, 0.08, 0.15, 0.11, 0.10, 0.10, 0.10, 0.10, 0.10], "relative_energy_kj_mol": 474.5, "total_energy_ha": -288.60131, "charge": 0, "mol_weight_g_mol": 95.14, "smiles": "C=N[C@H]1CC12CC2", "homo_lumo_gap_ha": 0.3555, "homo_ha": -0.3259}

Entry 2:
{"formula": "C6H9N", "method": "wB97M-V/def2-TZVPD", "elements": ["C", "C", "C", "C", "C", "C", "N", "H", "H", "H", "H", "H", "H", "H", "H", "H"], "coordinates": [[2.66855, 0.52995, 2.06955], [1.63832, -0.03139, 1.19360], [0.79788, -0.49622, 0.46620], [-0.21491, -1.05212, -0.43111], [-1.48026, -0.22251, -0.50842], [-1.56443, 0.80226, -1.56865], [-2.21187, -0.50896, -1.73690], [2.22011, 0.98724, 2.95748], [3.24788, 1.29831, 1.54668], [3.36280, -0.24865, 2.40245], [-0.48579, -2.06983, -0.12471], [0.18178, -1.13165, -1.45172], [-2.02935, -0.10282, 0.42676], [-0.65676, 1.00126, -2.13924], [-2.26895, 1.61824, -1.54234], [-3.20498, -0.37313, -1.55964]], "lowdin_charge": [-0.11, -0.09, -0.04, -0.18, -0.35, -0.14, 0.01, 0.07, 0.08, 0.08, 0.12, 0.12, 0.14, 0.10, 0.10, 0.09], "relative_energy_kj_mol": 278.8, "total_energy_ha": -288.67584, "charge": 0, "mol_weight_g_mol": 95.14, "smiles": "CC#CC[C@H]1CN1", "homo_lumo_gap_ha": 0.3820, "homo_ha": -0.3439}

Entry 3:
{"formula": "C6H9N", "method": "wB97M-V/def2-TZVPD", "elements": ["C", "C", "C", "C", "N", "C", "C", "H", "H", "H", "H", "H", "H", "H", "H", "H"], "coordinates": [[1.61636, 1.04945, -0.57515], [0.27384, 0.37325, -0.54845], [-0.61251, 0.14592, -1.63814], [-1.74019, -0.45804, -1.14445], [-1.57330, -0.61438, 0.20798], [-0.31464, -0.15871, 0.56868], [0.31447, -0.55866, 1.84613], [2.19889, 0.73997, -1.44422], [2.21577, 0.83952, 0.31830], [1.49297, 2.13609, -0.62359], [-0.39375, 0.38330, -2.66426], [-2.64185, -0.79551, -1.63689], [-2.26077, -1.03888, 0.81503], [1.37747, -0.28611, 1.90649], [0.28311, -1.65073, 1.90710], [-0.21819, -0.10787, 2.67210]], "lowdin_charge": [-0.05, -0.26, -0.06, -0.13, 0.05, -0.30, -0.03, 0.07, 0.06, 0.08, 0.10, 0.10, 0.15, 0.07, 0.08, 0.07], "relative_energy_kj_mol": 22.7, "total_energy_ha": -288.77339, "charge": 0, "mol_weight_g_mol": 95.14, "smiles": "Cc1cc[nH]c1C", "homo_lumo_gap_ha": 0.3252, "homo_ha": -0.2856}

Entry 4:
{"formula": "C6H9N", "method": "wB97M-V/def2-TZVPD", "elements": ["C", "C", "C", "C", "C", "C", "N", "H", "H", "H", "H", "H", "H", "H", "H", "H"], "coordinates": [[0.93996, 0.24919, 3.07198], [0.70519, 0.43196, 1.61424], [-0.43312, -0.31969, 1.15607], [-0.77088, -0.28685, -0.15680], [-0.07752, 0.48456, -1.19798], [0.08257, -0.09297, -2.56296], [-0.94100, 0.90191, -2.31434], [1.51554, 1.06351, 3.52304], [1.58506, -0.64651, 3.12836], [0.04998, 0.02714, 3.68519], [-1.06300, -0.92179, 1.82554], [-1.63232, -0.85451, -0.51466], [0.69505, 1.15557, -0.83528], [-0.28897, -1.09326, -2.77439], [0.98097, 0.18594, -3.11009], [-0.65053, 1.81666, -2.64723]], "lowdin_charge": [-0.18, -0.04, -0.18, -0.02, -0.32, -0.14, 0.02, 0.06, 0.09, 0.07, 0.10, 0.12, 0.12, 0.10, 0.11, 0.09], "relative_energy_kj_mol": 483.0, "total_energy_ha": -288.59807, "charge": 0, "mol_weight_g_mol": 95.14, "homo_lumo_gap_ha": 0.2768, "homo_ha": -0.2914}

Entry 5:
{"formula": "C6H9N", "method": "wB97M-V/def2-TZVPD", "elements": ["C", "C", "C", "C", "C", "C", "N", "H", "H", "H", "H", "H", "H", "H", "H", "H"], "coordinates": [[1.49949, 0.98166, -1.69130], [0.74170, 0.12844, -0.72713], [0.80186, -1.26755, -0.44904], [-0.10891, -1.62682, 0.70658], [-0.72591, -0.39335, 0.91941], [-1.78942, -0.03428, 1.91225], [-0.18932, 0.59880, 0.10811], [2.20632, 1.64659, -1.17990], [2.07387, 0.34797, -2.37182], [0.83255, 1.60551, -2.29834], [1.59189, -1.91215, -0.82574], [-0.22714, -1.76261, -0.74423], [-2.69670, 0.36211, 1.43645], [-2.06170, -0.94395, 2.45109], [-1.44877, 0.70526, 2.64931], [-0.49981, 1.56438, 0.10429]], "lowdin_charge": [-0.03, -0.30, -0.18, -0.05, -0.38, -0.07, 0.12, 0.08, 0.08, 0.08, 0.11, 0.15, 0.07, 0.07, 0.07, 0.17], "relative_energy_kj_mol": 344.5, "total_energy_ha": -288.65082, "charge": 0, "mol_weight_g_mol": 95.14, "homo_lumo_gap_ha": 0.3088, "homo_ha": -0.2837}

Entry 6:
{"formula": "C6H9N", "method": "wB97M-V/def2-TZVPD", "elements": ["C", "C", "C", "C", "N", "C", "C", "H", "H", "H", "H", "H", "H", "H", "H", "H"], "coordinates": [[1.38761, -0.91417, -1.17480], [0.52915, 0.10605, -0.48548], [0.60989, 1.52207, -0.66143], [-0.33427, 2.09860, 0.14664], [-0.98522, 1.08967, 0.80605], [-0.47108, -0.12947, 0.43198], [-1.01945, -1.38979, 1.02133], [1.34843, -0.80212, -2.26475], [1.06528, -1.93341, -0.93679], [2.43978, -0.82152, -0.88039], [1.29608, 2.04140, -1.31964], [-0.59933, 3.13344, 0.31212], [-1.74128, 1.21202, 1.45996], [-0.55799, -2.26754, 0.56231], [-2.10235, -1.46734, 0.86352], [-0.83732, -1.45044, 2.10161]], "lowdin_charge": [-0.05, -0.26, -0.06, -0.13, 0.04, -0.29, -0.03, 0.08, 0.06, 0.08, 0.10, 0.10, 0.15, 0.07, 0.08, 0.08], "relative_energy_kj_mol": 5.8, "total_energy_ha": -288.77982, "charge": 0, "mol_weight_g_mol": 95.14, "smiles": "Cc1cc[nH]c1C", "homo_lumo_gap_ha": 0.3268, "homo_ha": -0.2876}

Entry 7:
{"formula": "C6H9N", "method": "wB97M-V/def2-TZVPD", "elements": ["C", "C", "C", "N", "C", "C", "C", "H", "H", "H", "H", "H", "H", "H", "H", "H"], "coordinates": [[-0.56998, -0.23727, -1.78722], [0.13183, -0.57489, -0.54379], [-1.45041, 0.76608, 0.73558], [-2.35538, -0.23174, 0.35361], [-0.95311, -0.78262, 0.53158], [1.45692, -0.82069, -0.15128], [2.20752, 0.08285, 0.77611], [-0.01363, -0.61204, -2.71905], [-1.61216, -0.76223, -1.69717], [-0.73961, 0.83447, -1.93074], [-1.52403, 1.12701, 1.78982], [-1.01222, 1.49225, 0.12904], [-0.76101, -1.47157, 1.37317], [2.17001, 1.16597, 0.40524], [3.30337, -0.12950, 0.89413], [1.72189, 0.15394, 1.84098]], "lowdin_charge": [-0.08, -0.27, -0.22, -0.03, -0.24, 0.09, -0.12, 0.11, 0.12, 0.09, 0.09, 0.05, 0.12, 0.10, 0.07, 0.13], "relative_energy_kj_mol": 811.3, "total_energy_ha": -288.47302, "charge": 0, "mol_weight_g_mol": 95.14, "homo_lumo_gap_ha": 0.2090, "homo_ha": -0.2649}

Entry 8:
{"formula": "C6H9N", "method": "wB97M-V/def2-TZVPD", "elements": ["C", "C", "C", "C", "C", "N", "C", "H", "H", "H", "H", "H", "H", "H", "H", "H"], "coordinates": [[1.80468, -1.05880, 0.76381], [0.61182, -0.40064, 0.16047], [0.69188, 0.84823, -0.27741], [-0.63337, 1.46366, -0.50502], [-1.65216, 0.45536, 0.01674], [-1.78036, -0.72957, -0.78767], [-0.82674, -0.81879, 0.31379], [1.60636, -1.17932, 1.83547], [2.64133, -0.35701, 0.67171], [2.09381, -2.02317, 0.34428], [1.57776, 1.40172, -0.56335], [-0.53514, 1.42964, -1.60601], [-0.70511, 2.45355, -0.03141], [-2.56275, 0.83750, 0.49753], [-1.36149, -0.58833, -1.69913], [-1.01429, -1.66996, 0.97365]], "lowdin_charge": [-0.06, -0.26, -0.09, -0.15, -0.23, 0.04, -0.19, 0.08, 0.08, 0.07, 0.11, 0.12, 0.12, 0.13, 0.10, 0.13], "relative_energy_kj_mol": 220.4, "total_energy_ha": -288.69811, "charge": 0, "mol_weight_g_mol": 95.14, "smiles": "CC1=CC[C@H]2N[C@@H]12", "homo_lumo_gap_ha": 0.3571, "homo_ha": -0.3181}

Entry 9:
{"formula": "C6H9N", "method": "wB97M-V/def2-TZVPD", "elements": ["C", "C", "C", "C", "C", "C", "N", "H", "H", "H", "H", "H", "H", "H", "H", "H"], "coordinates": [[-1.13171, 0.82775, -1.62542], [0.01083, 0.25230, -0.78252], [-0.48230, -0.55782, 0.43038], [0.68263, -1.26232, 1.13062], [1.67399, -0.55752, 1.94906], [0.90581, 1.32610, -0.31851], [1.59394, 2.16603, 0.08290], [-0.74364, 1.38677, -2.48150], [-1.75767, 1.49989, -1.03016], [-1.75687, 0.01145, -2.00061], [-1.21719, -1.28946, 0.07183], [-0.99866, 0.11132, 1.13049], [0.31522, -1.81678, 2.03428], [1.11938, -2.04536, 0.49578], [1.16742, 0.35758, 2.32694], [0.61881, -0.40993, -1.41358]], "lowdin_charge": [-0.06, -0.37, -0.19, -0.35, 0.12, -0.21, 0.17, 0.09, 0.09, 0.08, 0.12, 0.13, 0.14, 0.10, 0.00, 0.15], "relative_energy_kj_mol": 411.9, "total_energy_ha": -288.62516, "charge": 0, "mol_weight_g_mol": 95.14, "homo_lumo_gap_ha": 0.3232, "homo_ha": -0.3219}

Entry 10:
{"formula": "C6H9N", "method": "wB97M-V/def2-TZVPD", "elements": ["C", "C", "C", "C", "C", "C", "N", "H", "H", "H", "H", "H", "H", "H", "H", "H"], "coordinates": [[1.44126, 0.66840, 0.03708], [0.42501, 0.09055, -0.98332], [-0.96306, -0.14943, -0.50026], [-1.54162, 0.62131, 0.65826], [0.03126, -1.26678, -0.39473], [0.88665, -1.33579, 0.75623], [1.35187, -1.79620, 1.71062], [2.51681, 0.45221, -0.09564], [0.79198, 1.50767, -0.69724], [1.24170, 1.07174, 1.01806], [0.64784, 0.15531, -2.05609], [-1.69733, -0.36530, -1.27972], [-0.76915, 0.92397, 1.36789], [-2.03194, 1.52674, 0.28404], [-2.27888, 0.02934, 1.20442], [-0.05242, -2.13375, -1.02960]], "lowdin_charge": [-0.08, -0.31, -0.26, -0.05, -0.18, -0.29, 0.18, 0.09, 0.16, 0.07, 0.15, 0.15, 0.07, 0.08, 0.09, 0.14], "relative_energy_kj_mol": 450.6, "total_energy_ha": -288.61040, "charge": 0, "mol_weight_g_mol": 95.14, "smiles": "C[C@@H]1[C@H](C)[C@@H]1C#N", "homo_lumo_gap_ha": 0.3565, "homo_ha": -0.3276}

Entry 11:
{"formula": "C6H9N", "method": "wB97M-V/def2-TZVPD", "elements": ["C", "N", "C", "C", "C", "C", "C", "H", "H", "H", "H", "H", "H", "H", "H", "H"], "coordinates": [[-0.90020, 1.45794, 0.90151], [-0.05132, 0.32790, 0.81036], [1.09424, 0.18369, -0.15540], [1.07272, -1.24425, 0.43288], [-0.43988, -1.00713, 0.23080], [-0.61745, -0.72493, -1.26431], [0.41465, 0.07678, -1.52418], [-1.36059, 1.71683, -0.05676], [-1.66591, 1.23135, 1.65180], [-0.29424, 2.28953, 1.27807], [1.96546, 0.83132, -0.03323], [1.03278, -0.84748, 1.49548], [1.58500, -2.07283, -0.08770], [-1.18045, -1.61258, 0.75828], [-1.42746, -1.05870, -1.90061], [0.69435, 0.59101, -2.43515]], "lowdin_charge": [-0.10, -0.21, -0.24, -0.08, -0.24, -0.04, -0.04, 0.08, 0.09, 0.09, 0.13, 0.13, 0.12, 0.13, 0.10, 0.10], "relative_energy_kj_mol": 370.2, "total_energy_ha": -288.64104, "charge": 0, "mol_weight_g_mol": 95.14, "homo_lumo_gap_ha": 0.3452, "homo_ha": -0.3027}

Entry 12:
{"formula": "C6H9N", "method": "wB97M-V/def2-TZVPD", "elements": ["C", "C", "N", "C", "C", "C", "C", "H", "H", "H", "H", "H", "H", "H", "H", "H"], "coordinates": [[0.23981, -2.07756, 0.44422], [-0.62929, -1.10970, -0.06858], [-1.45893, -0.49839, 1.03267], [-1.36519, 0.87457, 0.53448], [-0.11526, 0.38802, -0.10372], [1.24719, 0.89563, 0.20232], [0.72489, 0.93029, -1.21606], [0.83767, -1.84946, 1.31982], [0.21491, -3.11052, 0.10198], [-1.18551, -1.35848, -0.98143], [-1.26954, 1.65746, 1.29420], [-2.17328, 1.12481, -0.17394], [2.05777, 0.21004, 0.42943], [1.28122, 1.83374, 0.75194], [0.43488, 1.87877, -1.66113], [1.15867, 0.21076, -1.90618]], "lowdin_charge": [0.07, -0.36, 0.11, -0.17, -0.43, -0.08, -0.07, 0.07, 0.06, 0.15, 0.11, 0.12, 0.10, 0.11, 0.10, 0.11], "relative_energy_kj_mol": 551.2, "total_energy_ha": -288.57209, "charge": 0, "mol_weight_g_mol": 95.14, "homo_lumo_gap_ha": [0.3239, 0.3023], "homo_ha": [-0.3295, -0.3006]}